C3H4N2O2 in the gas phase at a distorted geometry, computed with ωB97M-V/def2-TZVPD.

Values from the calculation:
Molecular weight in g mol⁻¹: 100.08
Net charge: 0
Calculated total energy in Ha: -376.55750
Energy relative to the best compared isomer or geometry (same formula, charge and spin) in eV: 5.6136
LUMO energy in hartree: 0.019

Geometry (Å):
O  -2.1338  -0.3185  -0.1325
O  1.8551  -0.7831  -0.2346
N  -1.3133  0.8092  -0.1506
N  2.1015  0.4915  -0.0939
C  -0.1344  0.3218  -0.0966
C  0.4011  -0.9715  0.0620
C  1.0107  1.1736  -0.0010
H  -3.1367  -0.0610  0.0064
H  1.0839  2.3230  0.0548
H  0.0547  -1.7510  -0.5793
H  0.2111  -1.2340  1.1652

A molecular structure, C17H17ClN2O3 at a distorted geometry, computed with ωB97M-V/def2-TZVPD.

Values from the calculation:
Molecular weight in g mol⁻¹: 332.79
Net charge: 0
Calculated total energy in Ha: -1452.81760
Energy relative to the best compared isomer or geometry (same formula, charge and spin) in eV: 18.6768
LUMO energy in hartree: 0.010

Geometry (Å):
Cl  -3.9053  -2.9304  -4.0352
O  0.0242  -1.4427  1.0691
O  -0.5075  0.6687  1.6683
O  -2.7257  -2.0730  1.5062
N  0.6770  1.3962  1.5001
N  2.2562  -0.1254  1.8501
C  -3.6738  -3.6165  -1.3974
C  -2.9391  -2.1236  0.2904
C  2.3101  2.6722  -0.0557
C  -3.3606  -3.6188  -0.0740
C  4.5588  4.0081  -0.0783
C  -4.0354  -5.0082  -2.1297
C  -3.3987  -2.6683  -2.3627
C  4.9348  3.0660  0.9914
C  3.2247  3.6356  -0.6403
C  2.7196  1.9305  0.9100
C  2.8893  4.6465  -1.7456
C  1.7572  0.9929  1.6637
C  -3.1210  -1.2266  -1.7721
C  -2.2277  -0.7828  2.1876
C  -0.8565  -0.5831  1.7219
C  -2.8490  -1.1595  -0.4623
C  4.0993  1.9839  1.3367
H  -3.3530  -5.2891  -2.6885
H  1.5243  2.6061  -0.5569
H  -2.7766  -0.1557  1.9634
H  -3.3765  -4.3512  0.6752
H  -2.1498  -1.1016  3.2921
H  4.2403  1.4204  2.3300
H  3.3201  4.2593  -2.5134
H  -5.0900  -4.9503  -2.4607
H  5.4191  4.4190  -0.3798
H  1.5189  -1.0156  2.1826
H  1.7302  4.9592  -1.7371
H  3.2014  -0.3432  1.7049
H  -4.1122  -5.8536  -0.9867
H  3.4777  5.5920  -1.6115
H  -2.5678  -0.0358  -0.1785
H  -2.8583  -0.7961  -2.5038
H  6.0014  2.9943  1.5268

A molecular structure, C2HN2O at a distorted geometry, computed with ωB97M-V/def2-TZVPD.

Values from the calculation:
Molecular weight in g mol⁻¹: 69.04
Net charge: +1
Calculated total energy in Ha: -260.99229
Energy relative to the best compared isomer or geometry (same formula, charge and spin) in eV: 3.5738
LUMO energy (alpha / beta) in hartree: -0.374 / -0.374

Geometry (Å):
O  -1.1677  1.1911  -0.0003
N  -1.4422  -0.9711  0.0008
N  -2.6682  -0.5782  -0.0010
C  -0.4685  0.1000  -0.0042
C  -2.3522  0.6511  0.0018
H  0.6061  -0.0266  0.0002

C4H8N2 in the gas phase at a distorted geometry, computed with ωB97M-V/def2-TZVPD.

Values from the calculation:
Molecular weight in g mol⁻¹: 84.12
Net charge: 0
Calculated total energy in Ha: -266.70802
Energy relative to the best compared isomer or geometry (same formula, charge and spin) in eV: 0.3805
LUMO energy in hartree: 0.033

Geometry (Å):
N  0.8655  2.4916  -0.5497
N  1.8851  -0.7832  -0.1159
C  -0.5771  -0.6237  -0.1479
C  0.7555  -0.0017  0.3212
C  -1.8192  0.2332  0.0852
C  0.8397  1.4130  -0.1298
H  2.5506  -1.1161  0.5569
H  2.2666  -0.5894  -1.0257
H  -2.0588  0.3476  1.1490
H  -1.6983  1.2349  -0.3384
H  -2.6884  -0.2231  -0.3973
H  -0.6674  -1.5773  0.3844
H  0.7301  0.0030  1.4146
H  -0.4684  -0.8673  -1.2095

C6H8 in the gas phase at a distorted geometry, computed with ωB97M-V/def2-TZVPD.

Values from the calculation:
Molecular weight in g mol⁻¹: 80.13
Net charge: 0
Calculated total energy in Ha: -233.22043
Energy relative to the best compared isomer or geometry (same formula, charge and spin) in eV: 4.5327
LUMO energy in hartree: -0.012

Geometry (Å):
C  -0.3339  -1.4554  1.0439
C  -1.3188  -0.4066  0.8603
C  0.8482  1.1437  0.0491
C  0.5968  -1.2800  -0.1442
C  0.1884  0.0395  -0.8194
C  -1.1647  0.2949  -0.3043
H  0.2644  1.9905  0.4048
H  0.6614  0.5026  1.1059
H  0.3594  0.1099  -1.8962
H  -1.7888  1.1044  -0.6891
H  1.6292  -1.2462  0.2329
H  -2.1513  -0.2582  1.5383
H  1.6620  1.6169  -0.5771
H  0.5475  -2.1559  -0.8049

4 unconnected molecules or ions with the total composition C3H14O4 at a distorted geometry, computed with ωB97M-V/def2-TZVPD.

Values from the calculation:
Molecular weight in g mol⁻¹: 114.14
Net charge: 0
Calculated total energy in Ha: -423.64155
Energy relative to the best compared isomer or geometry (same formula, charge and spin) in eV: 0.7346
LUMO energy in hartree: 0.025

Geometry (Å):
O  -0.6502  -1.7562  -0.5719
O  0.4359  -0.3986  -2.4732
O  -0.5248  -0.3469  1.6746
O  2.1253  -2.2222  -1.3209
C  0.7910  1.4633  0.9183
C  -1.8674  1.2668  0.7139
C  -0.5795  1.0970  1.5136
H  1.7682  -1.4622  -1.8142
H  -0.2538  0.2424  -2.6494
H  0.9474  0.9287  -0.0324
H  2.8230  -2.6004  -1.8737
H  -1.8309  0.7418  -0.2493
H  -0.4581  -1.1040  0.1454
H  0.0120  -2.4602  -0.5574
H  1.6193  0.9949  1.4609
H  0.2595  -0.7047  2.0942
H  -0.6729  1.5940  2.4810
H  -2.0651  2.3040  0.3241
H  -2.6692  0.9193  1.3649
H  0.7942  2.5122  0.6277
H  -0.0039  -1.0091  -1.7762